Record 1
Below is a structure of composition C6H6CaN2O3, with properties calculated with ωB97M-V with the def2-TZVPD basis set.

```
18
Properties=species:S:1:pos:R:3:mulliken_charge:R:1
O 0.00 3.13 -3.92 0.03
C 0.00 2.05 -3.54 -0.08
Ca 0.00 0.00 -2.44 2.06
C 1.76 -1.02 -3.54 -0.09
C -1.77 -1.01 -3.54 -0.08
O 2.70 -1.56 -3.92 0.03
O -2.71 -1.56 -3.92 0.03
C -1.08 0.69 2.68 -0.74
N 0.00 0.00 2.01 0.00
C 1.08 -0.69 2.68 -0.74
C 0.00 -0.01 0.76 0.63
N 0.01 -0.03 -0.40 -0.93
H -0.92 0.59 3.75 0.27
H -2.06 0.25 2.39 0.33
H -1.08 1.77 2.39 0.33
H 1.08 -1.77 2.39 0.33
H 2.06 -0.25 2.39 0.33
H 0.92 -0.59 3.75 0.28
```

The charge is +2. The relative energy (zero: lowest compared OMol25 entry of this formula, charge and spin) comes out at 13.24 kcal per mole. For the total energy, the calculation gives -33863.5238 eV. The HOMO energy is -16.94 eV.

=====

Record 2
Below is a cluster of 2 separate species, C6H6Cl2N4S in total, with properties calculated with ωB97M-V with the def2-TZVPD basis set.

```
19
Properties=species:S:1:pos:R:3:mulliken_charge:R:1
N 1.94 0.84 0.24 -0.50
C 0.76 0.91 0.76 0.22
C -0.89 0.94 1.02 0.13
N -1.60 1.60 -0.14 -0.56
C -1.35 -0.66 1.23 0.19
C -1.27 -0.96 2.87 0.02
N -1.14 -1.01 4.18 -0.42
N -0.47 -1.62 0.45 -0.38
C 0.28 -2.41 1.33 0.25
S 1.66 -3.06 2.15 -0.06
H -1.13 1.45 2.07 0.39
H -1.67 2.62 0.14 0.31
H -0.91 1.62 -0.95 0.13
H -2.48 -0.76 0.85 0.30
Cl 1.49 -1.09 -4.42 -0.16
C 1.79 0.12 -3.17 -0.18
Cl 0.35 1.11 -2.89 -0.19
H 2.05 -0.39 -2.24 0.18
H 2.61 0.76 -3.49 0.32
```

The SMILES is N#C[C@@H](N)[C@H](C#N)N=C=S.ClCCl. For the total energy, the calculation gives -48152.3831 eV. The HOMO energy is -9.95 eV.

=====

no.,strongest force on any atom (eV/Å)
1,6.81
2,12.59